# 1
Molecular formula: C3H7NO2
Method: DFT, ωB97M-V/def2-TZVPD

Properties
E_tot   -323.7196 hartree
HOMO level   -9.7 eV
Molecular weight   89.09 u
Lowest unoccupied orbital energy   0.14 eV
ΔE to the lowest compared entry with this formula, charge and spin   38.53 kcal per mole

Bonds (Å) are listed after each position.
Geometry (Å):
1 C 0.19274 -0.58412 1.40786  C2 1.487, H7 1.093, H8 1.089, H10 1.088
2 C -0.18202 0.04399 0.11307  C1 1.487, O3 1.215, C4 1.545
3 O -0.94478 0.97723 -0.03766  C2 1.215
4 C 0.20822 -0.81409 -1.11134  C2 1.545, O5 1.220, N6 1.344
5 O 0.76811 -1.89321 -1.01130  C4 1.220
6 N -0.19271 -0.18703 -2.23049  C4 1.344, H12 1.011, H13 1.004
7 H 1.18336 -1.04590 1.40722  C1 1.093
8 H 0.03856 0.05800 2.27411  C1 1.089
9 H 0.31251 2.42667 1.80237  H11 0.741
10 H -0.55302 -1.37628 1.37525  C1 1.088
11 H -0.15942 2.27058 1.25249  H9 0.741
12 H -0.69269 0.68257 -2.10326  N6 1.011
13 H 0.02111 -0.55842 -3.13832  N6 1.004



# 2
Molecular formula: C3H7NO2
Method: DFT, ωB97M-V/def2-TZVPD

Properties
E_tot   -323.7726 hartree
HOMO level   -10.4 eV
Molecular weight   89.09 u
Lowest unoccupied orbital energy   0.92 eV
ΔE to the lowest compared entry with this formula, charge and spin   5.26 kcal per mole

Bonds (Å) are listed after each position.
Geometry (Å):
1 C -2.02904 0.40638 -0.09389  C2 1.509, H7 1.092, H8 1.093, H9 1.094
2 C -0.88810 -0.42584 -0.62586  C1 1.509, O3 1.450, H10 1.096, H11 1.096
3 O 0.28766 0.32278 -0.22686  C2 1.450, C4 1.345
4 C 1.45597 -0.33991 -0.29719  O3 1.345, O5 1.210, N6 1.375
5 O 1.54311 -1.49670 -0.64251  C4 1.210
6 N 2.54483 0.43219 0.03428  C4 1.375, H12 1.009, H13 1.008
7 H -2.01962 1.40373 -0.53937  C1 1.092
8 H -1.84428 0.49767 0.97954  C1 1.093
9 H -3.00776 -0.05966 -0.24444  C1 1.094
10 H -0.92933 -1.42513 -0.17717  C2 1.096
11 H -0.87118 -0.56102 -1.71293  C2 1.096
12 H 3.37925 -0.10442 0.21703  N6 1.009
13 H 2.46553 1.30400 0.53412  N6 1.008



# 3
Molecular formula: C3H7NO2
Method: DFT, ωB97M-V/def2-TZVPD

Properties
E_tot   -323.5817 hartree
HOMO level (alpha / beta)   -8.6 / -8.6 eV
Molecular weight   89.09 u
Lowest unoccupied orbital energy (alpha / beta)   -1.00 / -1.00 eV
ΔE to the lowest compared entry with this formula, charge and spin   125.02 kcal per mole

Bonds (Å) are listed after each position.
Geometry (Å):
1 N -1.69071 -1.44942 -0.72407  C2 1.373, H7 1.010, H8 1.015
2 C -0.74701 -0.45433 -0.65660  N1 1.373, O3 1.231, H13 1.324
3 O -0.68373 0.36725 -1.57090  C2 1.231
4 C 0.23798 1.28459 0.58707  C5 1.453, H9 1.087, H10 1.087
5 C 1.44795 0.48024 0.57036  C4 1.453, O6 1.331, H11 1.104, H12 1.138
6 O 1.24721 -0.76163 1.00449  C5 1.331
7 H -1.51993 -2.33312 -0.26502  N1 1.010
8 H -2.13084 -1.50661 -1.63720  N1 1.015
9 H -0.38793 1.22023 1.47357  C4 1.087
10 H 0.13332 2.16112 -0.04799  C4 1.087
11 H 2.03146 0.60058 -0.35923  C5 1.104
12 H 1.93819 1.16305 1.33718  C5 1.138
13 H 0.12405 -0.77195 0.28832  C2 1.324



# 4
Molecular formula: C3H7NO2
Method: DFT, ωB97M-V/def2-TZVPD

Properties
E_tot   -323.6617 hartree
HOMO level   -9.6 eV
Molecular weight   89.09 u
Lowest unoccupied orbital energy   0.51 eV
ΔE to the lowest compared entry with this formula, charge and spin   74.86 kcal per mole

Bonds (Å) are listed after each position.
Geometry (Å):
1 C -2.00695 0.53053 0.45648  C2 1.376, H4 1.034, H5 1.082
2 C -1.34099 -0.59965 0.04150  C1 1.376, O3 1.501, H6 1.086
3 O -0.65452 -1.63796 0.88060  C2 1.501, H7 0.986
4 H -2.90486 0.89496 0.09719  C1 1.034
5 H -1.97727 0.71497 1.52213  C1 1.082
6 H -1.49555 -1.09534 -0.91208  C2 1.086
7 H -1.29197 -1.61805 1.63265  O3 0.986
8 C 2.24282 0.87991 -1.02403  N9 1.286, O10 1.261, H11 1.164
9 N 1.67758 0.06618 -0.20480  C8 1.286, H12 1.017, H13 1.017
10 O 2.30765 2.12168 -0.81418  C8 1.261
11 H 2.73711 0.35253 -1.93681  C8 1.164
12 H 0.84594 0.31480 0.32474  N9 1.017
13 H 1.86099 -0.92457 -0.06339  N9 1.017



# 5
Molecular formula: C3H7NO2
Method: DFT, ωB97M-V/def2-TZVPD

Properties
E_tot   -323.7085 hartree
HOMO level   -10.3 eV
Molecular weight   89.09 u
Lowest unoccupied orbital energy   0.83 eV
ΔE to the lowest compared entry with this formula, charge and spin   45.50 kcal per mole

Bonds (Å) are listed after each position.
Geometry (Å):
1 N -0.78002 -1.16086 -1.12961  C2 1.289, H8 1.001
2 C -0.96924 0.00825 -0.61975  N1 1.289, O3 1.323, C4 1.504
3 O -2.27142 0.24009 -0.66163  C2 1.323, H7 1.071
4 C 0.00415 0.99383 -0.03350  C2 1.504, C5 1.529, H9 1.095, H10 1.098
5 C 1.27004 0.27590 0.43624  C4 1.529, O6 1.408, H11 1.103, H12 1.093
6 O 1.00435 -0.66796 1.44736  C5 1.408, H13 0.968
7 H -2.29770 -0.71871 -1.13810  O3 1.071
8 H 0.12205 -1.53122 -1.35593  N1 1.001
9 H -0.46712 1.51972 0.80385  C4 1.095
10 H 0.24625 1.74670 -0.79475  C4 1.098
11 H 1.77051 -0.18823 -0.42969  C5 1.103
12 H 1.97128 0.99657 0.86486  C5 1.093
13 H 0.38163 -1.31574 1.08746  O6 0.968



# 6
Molecular formula: C3H7NO2P
Method: DFT, ωB97M-V/def2-TZVPD

Properties
E_tot   -665.1643 hartree
HOMO level   -4.7 eV
Net charge   -1
Molecular weight   120.07 u
Lowest unoccupied orbital energy   4.19 eV
ΔE to the lowest compared entry with this formula, charge and spin   36.10 kcal per mole

Bonds (Å) are listed after each position.
Geometry (Å):
1 C -0.74360 -0.51367 0.84474  C2 1.512, H8 1.148, H9 1.107, H13 1.104
2 C -0.20035 0.35180 -0.26906  C1 1.512, C3 1.530, P7 2.105, H10 1.157
3 C 0.58262 1.53685 0.29934  C2 1.530, N4 1.255, H12 1.068
4 N 0.44267 2.22062 1.34194  C3 1.255, H14 1.102
5 O 1.38907 -2.21483 -0.72443  P7 1.473
6 O -0.79028 -1.64840 -2.05597  P7 1.489
7 P 0.49943 -1.26749 -1.41737  C2 2.105, O5 1.473, O6 1.489, H11 1.378
8 H -0.91651 -1.61338 0.56342  C1 1.148
9 H 0.07219 -0.66091 1.57893  C1 1.107
10 H -1.07913 0.81153 -0.86463  C2 1.157
11 H 1.28462 -0.59635 -2.32923  P7 1.378
12 H 1.22747 2.05074 -0.37977  C3 1.068
13 H -1.64754 -0.09614 1.32258  C1 1.104
14 H -0.12065 1.63962 2.08950  N4 1.102



# 7
Molecular formula: C3H7NO2S
Method: DFT, ωB97M-V/def2-TZVPD

Properties
E_tot   -721.9388 hartree
HOMO level   -9.2 eV
Molecular weight   121.16 u
Lowest unoccupied orbital energy   0.56 eV
ΔE to the lowest compared entry with this formula, charge and spin   14.98 kcal per mole

Bonds (Å) are listed after each position.
Geometry (Å):
1 O 2.07630 0.39382 1.21948  C2 1.206
2 C 1.40844 -0.08540 0.33669  O1 1.206, O3 1.339, C4 1.517
3 O 1.95487 -0.80829 -0.64941  C2 1.339, H8 0.971
4 C -0.10127 0.06007 0.35328  C2 1.517, C5 1.526, N7 1.460, H9 1.104
5 C -0.75363 0.09057 -1.02619  C4 1.526, S6 1.794, H10 1.087, H11 1.089
6 S -2.52074 -0.21622 -1.01153  C5 1.794, H12 1.339
7 N -0.58332 1.12917 1.22208  C4 1.460, H13 1.010, H14 1.022
8 H 2.90619 -0.69677 -0.49285  O3 0.971
9 H -0.33895 -0.93833 0.76052  C4 1.104
10 H -0.54953 0.96220 -1.64200  C5 1.087
11 H -0.24436 -0.65180 -1.63920  C5 1.089
12 H -2.52955 -1.55531 -1.02976  S6 1.339
13 H -1.00829 0.75168 2.05710  N7 1.010
14 H 0.28383 1.56460 1.54180  N7 1.022



# 8
Molecular formula: C3H7NO2S
Method: DFT, ωB97M-V/def2-TZVPD

Properties
E_tot   -721.9300 hartree
HOMO level   -9.3 eV
Molecular weight   121.16 u
Lowest unoccupied orbital energy   0.56 eV
ΔE to the lowest compared entry with this formula, charge and spin   20.48 kcal per mole

Bonds (Å) are listed after each position.
Geometry (Å):
1 C 0.36545 0.13236 0.28211  C2 1.474, C3 1.496, H6 1.127, N11 1.493
2 C -0.23205 0.57757 -0.98953  C1 1.474, O12 1.226, O13 1.320
3 C -0.33287 -1.08669 0.79687  C1 1.496, H7 1.076, H8 1.042, S14 1.850
4 H -0.13682 1.79877 1.37346  N11 1.045
5 H 1.50970 1.75801 0.94788  N11 1.062
6 H 1.32341 -0.34715 -0.06763  C1 1.127
7 H 0.05595 -1.35238 1.76409  C3 1.076
8 H -1.33571 -1.03905 1.07571  C3 1.042
9 H -0.93943 -2.44790 -1.00951  S14 1.301
10 H -0.10512 1.76877 -2.33537  O13 0.963
11 N 0.69725 1.17281 1.30087  C1 1.493, H4 1.045, H5 1.062
12 O -1.27948 0.15149 -1.46380  C2 1.226
13 O 0.42357 1.57456 -1.55480  C2 1.320, H10 0.963
14 S -0.01386 -2.66116 -0.12035  C3 1.850, H9 1.301



# 9
Molecular formula: C3H7NO2S
Method: DFT, ωB97M-V/def2-TZVPD

Properties
E_tot   -721.8889 hartree
HOMO level   -9.3 eV
Molecular weight   121.16 u
Lowest unoccupied orbital energy   0.43 eV
ΔE to the lowest compared entry with this formula, charge and spin   46.26 kcal per mole

Bonds (Å) are listed after each position.
Geometry (Å):
1 O 1.37949 2.00080 1.26159  C2 1.240
2 C 0.46926 1.19435 1.01764  O1 1.240, O3 1.446, C4 1.581
3 O -0.58098 0.83051 1.94302  C2 1.446, H8 1.009
4 C 0.37393 -0.00442 -0.00876  C2 1.581, C5 1.588, N7 1.542, H9 1.151
5 C -1.03528 -0.18511 -0.71888  C4 1.588, S6 1.879, H10 1.093, H11 1.135
6 S -1.80949 -1.89505 -0.63544  C5 1.879, H12 1.369
7 N 1.30695 0.21460 -1.21730  C4 1.542, H13 1.029, H14 1.003
8 H -0.32612 1.39529 2.73907  O3 1.009
9 H 0.72573 -0.96123 0.52536  C4 1.151
10 H -1.00479 -0.01849 -1.79856  C5 1.093
11 H -1.73864 0.66898 -0.46540  C5 1.135
12 H -1.12242 -2.77877 0.15214  S6 1.369
13 H 1.09174 -0.57760 -1.83768  N7 1.029
14 H 2.27062 0.11614 -0.95679  N7 1.003